# 1
C4H11N3 | the ωB97M-V functional and the def2-TZVPD basis

The geometry in XYZ format:
```
18
Properties=species:S:1:pos:R:3:forces:R:3:mulliken_charge:R:1
C -0.9518 1.2101 -2.1163 -0.955 -3.780 -1.161 -0.833
N -0.1785 1.5057 -0.9426 3.002 -4.669 5.185 -0.083
C 0.2798 0.6335 0.0657 -1.485 2.418 -0.730 0.891
C 1.2255 1.0362 1.1898 -4.645 4.367 0.258 -1.570
N -0.2560 -0.6382 0.1525 0.706 2.554 -0.814 -0.114
C 0.0489 -1.5299 1.0989 -0.012 -0.324 -1.271 0.114
N -0.3312 -2.7309 1.0149 0.238 -1.485 0.834 -0.165
H -1.8888 0.4570 -1.9709 2.203 1.786 0.272 0.326
H -0.3028 0.6804 -2.9496 -1.191 1.671 1.439 0.366
H -1.3777 2.1502 -2.3014 -0.633 1.075 -1.414 0.336
H 0.4082 2.3126 -0.8649 -0.102 1.044 -0.668 0.274
H 1.9222 0.3295 1.3391 2.756 -2.282 0.498 0.484
H 1.6232 2.0414 0.9291 0.196 -0.816 0.383 0.377
H 0.5975 1.2266 2.2188 1.323 -0.598 -2.499 0.408
H -0.6418 -0.8177 -0.7480 -1.072 -1.516 -0.440 0.222
H 0.7024 -1.3570 1.9022 0.767 1.048 0.866 0.413
H 0.1012 -3.4203 1.6210 -0.294 -0.086 0.309 0.292
H -0.9804 -3.0893 0.3617 -0.802 -0.406 -1.048 0.259
```
Positions in Å, forces in eV/Å.

## Properties
- Structure (SMILES): C/[NH+]=C(C)\[NH+]=C\N
- Charge: +2
- Relative energy (zero: lowest compared OMol25 entry of this formula, charge and spin): 23.31 kcal/mol
- Max |F|: 7.60 eV/A
- E: -322.589619 Eh

# 2
C4H11N3 | the ωB97M-V functional and the def2-TZVPD basis

The geometry in XYZ format:
```
18
Properties=species:S:1:pos:R:3:forces:R:3:mulliken_charge:R:1
C -1.9999 0.1470 0.0691 5.291 2.037 -0.616 0.296
C 0.1091 1.3162 -0.0940 -2.749 -2.514 -0.005 -0.565
C 0.1435 -1.1126 -0.1407 -0.329 -0.602 -1.744 -0.352
C 2.2130 -0.0970 0.0343 2.742 3.212 -1.528 -0.926
N -1.3354 -0.9618 -0.0529 -0.673 -2.860 1.542 -0.159
N -3.2327 0.4113 0.0974 -2.563 -2.368 -0.193 -0.282
N 0.7785 0.1308 0.3845 -0.387 -0.375 -2.473 -0.065
H -0.0475 1.3566 -1.1359 0.335 0.162 -1.115 0.428
H 0.2777 2.1880 0.4545 -0.106 1.282 0.955 0.385
H 0.6275 -1.9308 0.4789 -1.345 0.509 -0.929 0.412
H 0.4559 -1.2210 -1.3116 -0.719 0.256 2.984 0.337
H 2.5646 -0.1835 -1.0511 -1.471 -0.532 1.266 0.387
H 2.6939 0.8972 0.2637 -0.020 -1.260 0.450 0.382
H 2.5190 -0.8869 0.6885 0.647 -0.359 0.092 0.451
H -1.8909 -1.8131 0.2412 1.126 0.643 -0.714 0.314
H -3.5069 1.3798 0.0360 -0.639 0.102 0.231 0.299
H -3.9645 -0.4377 0.0266 1.639 2.754 0.139 0.339
H 0.8867 0.1647 1.3687 -0.779 -0.087 1.658 0.320
```
Positions in Å, forces in eV/Å.

## Properties
- Charge: +2
- Relative energy (zero: lowest compared OMol25 entry of this formula, charge and spin): 95.41 kcal/mol
- Max |F|: 5.70 eV/A
- E: -322.474717 Eh

# 3
C4H11N3 | the ωB97M-V functional and the def2-TZVPD basis

The geometry in XYZ format:
```
18
Properties=species:S:1:pos:R:3:forces:R:3:mulliken_charge:R:1
C 1.5726 0.2442 0.6302 1.941 -0.856 -0.756 0.710
C 0.7759 1.1918 0.6097 -4.522 3.546 0.388 -0.491
C 3.4440 -0.8567 -0.5754 -0.129 -1.000 -1.048 -0.637
C -2.9729 1.0268 -0.2422 -1.512 0.440 0.989 -0.763
N -2.6002 -1.2383 -0.0452 -1.495 -0.742 -0.302 -0.267
N 2.5992 -0.4610 0.5782 -0.761 1.917 -3.516 -0.131
N -2.1014 -0.1055 0.0787 -1.829 -1.262 -0.413 0.266
H 1.0365 2.0985 1.1244 1.389 0.492 0.182 0.306
H -2.0662 -2.1276 0.0375 0.538 1.089 0.301 0.294
H -0.3081 1.4849 0.4131 1.545 -1.757 -0.237 0.045
H 3.3254 -1.9809 -0.5241 0.603 1.285 -0.666 0.306
H 4.4751 -0.5298 -0.4931 0.139 -0.190 0.824 0.299
H 3.1627 -0.4202 -1.5568 -0.648 -0.380 0.873 0.334
H -2.7844 1.9398 0.3649 0.229 -0.975 0.248 0.312
H -4.1142 0.8950 -0.2831 1.777 -0.417 -0.037 0.372
H -2.5721 1.3482 -1.1789 0.142 0.091 -1.228 0.405
H -3.6303 -1.5312 -0.2735 1.550 1.558 0.326 0.350
H 2.7585 -0.9780 1.3357 1.042 -2.842 4.072 0.290
```
Positions in Å, forces in eV/Å.

## Properties
- Charge: +2
- Relative energy (zero: lowest compared OMol25 entry of this formula, charge and spin): 98.90 kcal/mol
- Max |F|: 5.76 eV/A
- E: -322.469167 Eh

# 4
C4H11N3O | the ωB97M-V functional and the def2-TZVPD basis

The geometry in XYZ format:
```
19
Properties=species:S:1:pos:R:3:forces:R:3:mulliken_charge:R:1
H -1.5452 -1.3836 0.1579 0.054 -0.463 -0.136 0.322
N -1.5789 -1.6164 1.1535 1.231 1.328 0.316 -0.509
C -0.4322 -1.5065 1.6850 1.145 -2.660 0.406 -0.114
N 0.9083 -1.5946 1.0379 -1.015 0.756 -0.669 -0.580
H -0.2912 -1.7626 2.7471 -0.740 0.653 -0.022 0.387
H 1.5743 -0.8941 1.3634 -0.320 -0.354 0.126 0.179
H 1.3234 -2.5249 1.1166 -0.436 0.372 0.202 0.240
C 0.1773 0.3231 -2.5367 -0.619 -0.294 0.099 -0.919
N 0.2204 0.3344 -1.0875 -0.500 0.338 0.466 -0.112
C -0.5112 1.2703 -0.3428 0.925 1.676 -2.252 0.622
C 0.0657 1.6537 0.9994 -0.596 -0.351 0.556 -1.012
O -1.3156 2.0245 -0.8915 0.426 -1.059 0.633 -0.613
H 0.0651 1.3335 -2.9353 0.004 -0.184 0.142 0.338
H -0.6620 -0.2962 -2.8638 -0.017 0.174 -0.428 0.291
H 1.1026 -0.1324 -2.8971 -0.071 0.133 -0.015 0.307
H 0.3622 -0.5874 -0.6908 0.564 0.335 0.476 0.299
H 0.2068 2.7375 1.0379 -0.092 -0.173 -0.328 0.367
H -0.7008 1.4351 1.7471 0.342 -0.112 0.294 0.245
H 1.0309 1.1867 1.1994 -0.283 -0.115 0.132 0.262
```
Positions in Å, forces in eV/Å.

## Properties
- Structure (SMILES): [H]/N=C\N.CNC(C)=O
- Charge: 0
- Relative energy (zero: lowest compared OMol25 entry of this formula, charge and spin): 46.54 kcal/mol
- Max |F|: 2.96 eV/A
- E: -398.480001 Eh

# 5
C4H11N3O | the ωB97M-V functional and the def2-TZVPD basis

The geometry in XYZ format:
```
19
Properties=species:S:1:pos:R:3:forces:R:3:mulliken_charge:R:1
C -0.9208 -0.8490 -1.2586 0.140 0.086 0.268 -1.255
C -1.4342 -0.0575 -0.0796 -0.064 -0.154 -0.788 0.523
C -2.6236 -0.6158 0.6573 0.168 0.248 0.125 -1.298
C -0.9646 1.1364 0.1642 -1.093 0.735 0.483 0.548
O -0.7420 2.2594 0.4321 0.463 -0.673 -0.172 -0.488
H -1.7349 -1.0809 -1.9460 -0.130 -0.029 0.043 0.418
H -0.4854 -1.7829 -0.9052 0.135 -0.108 -0.145 0.309
H -0.1764 -0.2891 -1.8161 0.161 -0.076 0.013 0.283
H -2.3623 -1.5820 1.0903 -0.063 -0.036 0.112 0.305
H -3.4583 -0.7722 -0.0275 -0.020 0.005 -0.052 0.319
H -2.9535 0.0570 1.4454 -0.059 -0.071 0.117 0.353
N 2.4323 -0.7625 -0.1934 0.035 -0.267 0.101 -0.571
N 1.6218 0.2605 0.3358 -0.067 0.122 0.627 -0.017
N 2.2925 1.5190 0.3666 -0.053 -0.052 0.269 -0.627
H 2.5253 -0.5897 -1.1913 -0.001 -0.009 0.228 0.230
H 3.3735 -0.7536 0.2099 -0.252 0.122 -0.104 0.250
H 1.2261 -0.0477 1.2546 0.797 0.399 -1.097 0.235
H 2.7797 1.6993 1.2463 -0.193 -0.112 -0.146 0.220
H 1.6049 2.2514 0.2153 0.095 -0.129 0.119 0.264
```
Positions in Å, forces in eV/Å.

## Properties
- Structure (SMILES): CC(C)=C=O.NNN
- Charge: 0
- Relative energy (zero: lowest compared OMol25 entry of this formula, charge and spin): 88.67 kcal/mol
- Max |F|: 1.41 eV/A
- E: -398.412860 Eh

# 6
C4H11N3O | the ωB97M-V functional and the def2-TZVPD basis

The geometry in XYZ format:
```
19
Properties=species:S:1:pos:R:3:forces:R:3:mulliken_charge:R:1
C -2.2800 -0.0302 0.6731 0.086 0.354 0.423 -0.793
N -1.5346 0.3606 -0.5140 2.432 1.825 -0.376 -0.506
C 0.1179 0.5995 -0.3322 -6.154 -1.232 -0.280 -0.063
C 0.6461 1.9094 0.1094 0.175 -0.150 -0.168 -1.359
C 0.5143 -0.6162 -0.5601 7.693 0.711 1.699 0.720
N 0.0322 -1.8883 -0.5939 -0.446 0.041 -0.362 -0.496
N 2.1604 -0.6781 -0.5146 -2.843 -0.927 -2.008 -0.514
O 2.7527 -1.1925 0.6597 -0.443 -0.108 0.973 -0.382
H -1.9403 0.4829 1.5824 -0.042 -0.123 0.083 0.255
H -3.3410 0.2177 0.5445 0.198 -0.035 -0.103 0.386
H -2.2246 -1.1089 0.8383 0.150 0.086 0.014 0.242
H -1.8420 1.2784 -0.8347 -0.261 -0.339 0.063 0.313
H -0.0187 2.3429 0.8647 0.120 -0.107 -0.074 0.343
H 1.6401 1.7761 0.5481 -0.153 0.141 -0.030 0.370
H 0.7138 2.6121 -0.7258 0.033 0.054 0.095 0.291
H 0.7390 -2.5136 -0.9670 -0.409 0.050 -0.329 0.306
H -0.8801 -1.9003 -1.0380 0.065 -0.372 0.036 0.257
H 2.6279 0.2012 -0.7239 -0.540 -0.108 0.485 0.295
H 2.1168 -1.8528 0.9841 0.339 0.241 -0.140 0.335
```
Positions in Å, forces in eV/Å.

## Properties
- Structure (SMILES): CN/C(C)=C(\N)NO
- Charge: 0
- Relative energy (zero: lowest compared OMol25 entry of this formula, charge and spin): 122.03 kcal/mol
- Max |F|: 7.91 eV/A
- E: -398.359698 Eh